The following is a DFT calculation (ωB97M-V/def2-TZVPD) of one molecule with the formula CH4ClO3P.

XYZ file:
```
10
Properties=species:S:1:pos:R:3:nbo_charge:R:1
C 0.067 0.581 -0.270 0.341
O 0.093 -1.607 0.969 -1.010
O 1.250 0.666 0.363 -0.727
O -0.873 1.327 0.256 -0.669
P -0.528 -1.185 -0.503 0.823
Cl 0.464 1.239 -2.126 -0.287
H -0.018 -2.612 1.115 0.489
H 1.992 0.638 -0.353 0.521
H -0.468 1.996 0.806 0.502
H -1.978 -1.043 -0.256 0.016
```

The calculation puts the maximum force at 3.2 eV/Å. For the highest occupied orbital energy (spin up / spin down), the calculation gives -0.188 / -0.391 Eh. As for the spin multiplicity: 3. As for the charge: 0. The relative energy (zero: lowest compared OMol25 entry of this formula, charge and spin) is 0.0000 eV.